(1)
ORCA calculation (ωB97M-V/def2-TZVPD) on a cluster of 5 separate species, C15H36ClN3O14P in total in a non-equilibrium geometry.

Cartesian coordinates (Å):
H (-17.304, 5.709, -17.040)
C (-17.057, 3.590, -21.276)
Cl (-18.148, 0.738, -25.015)
C (-17.659, -6.067, -23.137)
H (-19.323, 7.996, -21.578)
H (-15.997, 0.392, -29.573)
O (-17.053, -0.118, -25.364)
H (-11.623, 1.100, -31.668)
H (-18.580, 6.051, -18.181)
H (-19.330, 4.438, -25.992)
O (-15.839, 3.451, -17.859)
H (-16.776, 4.525, -21.760)
C (-13.561, 0.978, -29.822)
O (-14.268, 1.263, -28.743)
O (-19.873, -2.858, -24.213)
H (-17.668, -6.618, -24.078)
H (-17.596, 7.705, -21.254)
C (-18.316, 8.067, -21.988)
O (-17.870, 1.103, -23.665)
H (-18.352, -1.519, -22.789)
H (-16.729, -5.498, -23.150)
H (-20.358, -5.094, -25.752)
H (-19.712, -5.586, -21.379)
C (-16.484, 3.820, -18.834)
H (-19.055, -5.609, -27.011)
C (-15.498, 0.529, -28.614)
H (-17.611, -6.709, -22.257)
H (-20.039, 3.988, -24.405)
C (-11.458, 1.788, -30.840)
H (-16.520, -1.256, -22.591)
H (-16.206, 1.052, -27.971)
H (-15.215, -2.433, -24.502)
N (-18.464, -4.273, -25.628)
H (-17.402, -2.538, -21.764)
H (-17.187, -2.838, -26.495)
H (-19.681, -3.795, -21.797)
C (-18.185, -3.235, -26.680)
C (-19.715, 4.810, -25.043)
C (-17.994, 5.243, -17.744)
O (-18.830, 5.681, -24.463)
H (-18.044, 9.049, -22.377)
H (-15.233, -0.473, -28.277)
H (-10.447, 1.666, -30.452)
H (-20.655, 5.320, -25.255)
H (-18.816, -2.354, -26.555)
H (-18.106, 3.558, -20.983)
N (-17.179, -2.853, -23.838)
H (-18.187, -3.535, -27.728)
H (-11.538, 2.774, -31.300)
O (-13.823, 0.065, -30.615)
O (-18.173, 7.210, -23.078)
H (-18.601, 4.673, -17.040)
N (-18.642, -5.025, -23.037)
C (-17.356, -1.949, -22.680)
H (-17.158, 2.810, -22.031)
O (-19.391, 0.002, -25.051)
O (-19.670, 5.515, -22.255)
C (-19.121, -4.723, -21.686)
C (-18.952, 6.026, -23.189)
H (-15.317, -3.654, -23.209)
O (-18.172, 1.723, -26.021)
P (-18.640, -3.698, -24.155)
C (-15.770, -3.295, -24.133)
C (-19.329, -5.366, -25.984)
O (-16.327, 3.302, -20.120)
O (-17.461, 4.651, -18.876)
H (-19.111, -6.322, -25.508)
H (-15.823, -4.113, -24.852)
O (-12.478, 1.853, -29.842)
H (-18.299, -4.440, -21.029)

Properties
Energy = -71078.0821 eV
HOMO = -0.196 Eh
ΔE to the lowest compared entry with this formula, charge and spin = 3.843 eV
Charge = -1
F_max = 5.84 eV/Å
HOMO-LUMO gap = 7.719 eV

(2)
ORCA calculation (ωB97M-V/def2-TZVPD) on a structure of composition C16H44AgFN4O4 in a non-equilibrium geometry.

Cartesian coordinates (Å):
H (18.258, -14.976, 2.926)
H (11.697, -16.542, 3.745)
H (13.233, -14.619, 3.252)
H (16.826, -11.432, 0.106)
H (12.219, -12.822, 3.563)
H (12.146, -12.147, -1.164)
N (15.163, -11.013, 2.230)
H (10.364, -15.604, 3.162)
Ag (12.565, -11.125, 1.858)
N (11.128, -9.639, 3.284)
C (11.434, -7.569, 4.355)
O (16.722, -14.395, 1.607)
C (15.478, -12.242, 1.500)
C (15.828, -11.870, 0.100)
H (12.462, -7.763, 4.658)
H (12.449, -6.858, 1.883)
H (17.572, -16.100, 1.625)
C (16.551, -13.129, 2.181)
H (13.719, -16.527, -0.639)
H (9.291, -10.058, -1.201)
H (14.450, -8.791, 0.510)
C (11.324, -15.520, 3.671)
H (10.436, -9.682, 4.018)
H (16.661, -15.730, 3.145)
H (9.050, -15.707, -1.040)
H (15.833, -12.764, -0.524)
C (9.289, -12.905, -0.723)
C (13.449, -8.717, 0.084)
H (13.538, -7.806, -0.507)
N (11.774, -13.319, 2.805)
H (7.602, -14.962, -0.505)
H (10.014, -11.353, 0.675)
C (12.449, -7.921, 2.126)
H (10.779, -13.310, 2.978)
H (11.553, -13.181, -0.069)
C (11.241, -8.209, 2.955)
C (12.394, -15.258, 1.346)
C (10.315, -11.770, -0.286)
H (8.340, -12.380, -0.611)
C (8.629, -15.160, -0.196)
H (11.216, -6.508, 4.239)
H (10.753, -7.916, 5.132)
F (13.290, -11.454, 4.340)
C (10.282, -10.508, -1.255)
H (15.162, -11.119, -0.324)
H (11.421, -15.476, 0.906)
H (14.546, -12.804, 1.445)
H (12.100, -17.206, -0.210)
H (15.933, -10.361, 2.265)
H (11.974, -9.912, 3.763)
H (9.405, -13.182, -1.771)
H (13.361, -9.441, -0.727)
C (13.146, -17.110, 0.083)
H (13.567, -18.102, 0.243)
N (11.700, -12.200, -0.259)
C (12.239, -14.681, 2.809)
H (12.794, -14.497, 0.676)
H (11.218, -14.997, 4.622)
H (8.515, -15.772, 0.699)
H (17.506, -12.606, 2.142)
C (17.381, -15.369, 2.411)
H (16.167, -13.228, 3.197)
H (14.867, -11.258, 3.164)
H (10.966, -9.747, -0.878)
H (13.324, -8.247, 2.687)
O (9.387, -14.028, 0.159)
H (10.305, -7.793, 2.584)
O (12.338, -8.706, 0.996)
O (13.239, -16.395, 1.308)
H (10.541, -10.649, -2.304)

Properties
Energy = -38170.0282 eV
HOMO = -0.299 Eh
Charge = 0
F_max = 3.28 eV/Å
HOMO-LUMO gap = 8.782 eV

(3)
ORCA calculation (ωB97M-V/def2-TZVPD) on a structure of composition C4H11N2O in a non-equilibrium geometry.

Cartesian coordinates (Å):
C (0.155, 1.549, -1.535)
N (1.461, 2.242, -1.407)
H (0.291, 0.520, -1.974)
C (0.616, -0.309, 0.554)
H (-0.745, -3.190, 0.839)
H (2.141, 2.854, -2.435)
H (-0.448, 1.660, -0.666)
H (-0.265, 2.408, -2.149)
C (-0.113, -1.273, 2.515)
H (-0.479, -2.274, -0.722)
O (1.276, 0.505, 0.168)
C (-0.858, -2.150, 0.396)
N (-0.027, -1.283, 1.108)
H (-1.073, -1.085, 2.950)
H (-0.030, -2.336, 2.835)
H (0.678, -0.865, 3.211)
H (-1.870, -1.923, 0.481)
H (1.586, 2.893, -0.698)

Properties
Energy = -9341.7056 eV
HOMO = -0.431 Eh
ΔE to the lowest compared entry with this formula, charge and spin = 7.151 eV
Charge = +1
F_max = 5.98 eV/Å
HOMO-LUMO gap = 7.096 eV

(4)
ORCA calculation (ωB97M-V/def2-TZVPD) on a structure of composition C36H43AsBrN3O2S2Sb2Y in a non-equilibrium geometry.

Cartesian coordinates (Å):
H (1.192, -2.361, 3.299)
H (2.384, -2.784, -3.559)
H (4.569, -0.837, 2.921)
H (-4.343, -1.495, 2.821)
H (2.734, 4.169, -2.199)
H (-0.607, -2.773, 0.633)
Sb (0.488, -1.457, -2.217)
H (-2.713, -1.508, 4.862)
C (3.921, -2.210, 0.098)
C (2.150, 2.934, 1.415)
C (1.683, 4.000, -2.366)
H (2.909, -2.793, 3.303)
C (-0.489, 4.694, -3.095)
C (0.772, -0.311, -4.028)
As (-1.843, -1.456, 2.484)
C (-4.381, -0.766, -2.633)
H (4.260, -1.550, -0.695)
H (-4.991, 2.352, -1.483)
C (0.859, 4.982, -2.863)
H (-1.538, -2.407, -3.763)
H (-1.980, 3.131, -2.934)
C (-2.901, 2.152, 0.064)
C (2.210, -4.847, -2.018)
H (-2.871, -2.075, -1.874)
H (-3.858, 0.038, 2.055)
H (-3.428, 3.608, 2.227)
H (-2.116, -3.564, 1.126)
C (2.681, -3.594, -1.627)
H (-0.409, 6.049, 4.001)
H (1.714, -4.935, -2.973)
H (1.993, 5.671, 3.382)
H (-0.689, -3.674, 2.180)
C (2.602, 4.022, 2.168)
C (1.171, 2.735, -2.050)
H (3.190, -6.722, 0.610)
H (-0.046, -3.279, -4.143)
H (1.809, -3.580, 2.152)
C (-0.696, 5.251, 3.333)
H (3.183, -1.665, -2.454)
H (1.665, 0.299, -3.927)
C (-0.673, -2.911, -3.340)
C (3.939, -0.074, 2.468)
C (3.370, -3.488, -0.408)
H (2.867, 2.269, 0.950)
H (3.470, 0.523, 3.246)
C (-2.010, 4.900, 3.182)
C (3.539, -4.628, 0.377)
C (-2.799, -0.197, -0.865)
C (-3.390, 1.104, -0.775)
S (2.105, 1.450, -1.435)
Sb (2.441, -1.073, 1.252)
Y (-0.029, 0.574, 0.164)
C (0.306, 4.541, 2.640)
S (-0.483, 0.123, 2.840)
N (0.876, 2.669, 1.199)
C (1.680, 4.830, 2.780)
C (-0.057, 3.460, 1.788)
C (2.036, -2.655, 2.677)
H (-2.774, 5.417, 3.740)
C (-2.385, 3.878, 2.305)
C (2.433, -2.449, -2.528)
C (-1.237, -3.032, 1.487)
N (-0.163, 2.519, -2.230)
H (-3.963, -1.444, 1.081)
Br (-6.461, 0.971, -3.599)
C (-0.961, 3.448, -2.774)
H (4.543, 0.569, 1.831)
C (-1.444, 3.176, 1.574)
C (-4.505, 1.394, -1.580)
C (-2.083, -2.191, 4.284)
C (3.048, -5.856, -0.018)
O (-1.826, -0.596, -0.090)
H (-0.998, -3.746, -2.729)
H (-2.561, -3.169, 4.241)
H (-3.531, 3.048, 0.098)
C (-4.979, 0.490, -2.497)
H (2.026, -6.927, -1.563)
C (2.390, -5.967, -1.232)
C (-3.709, -1.043, 2.058)
H (3.661, 4.195, 2.268)
H (-1.151, 5.428, -3.525)
H (4.088, -4.545, 1.304)
H (-4.752, -1.464, -3.369)
C (-3.331, -1.098, -1.816)
H (0.893, -1.003, -4.858)
H (1.246, 5.966, -3.073)
O (-0.692, 1.369, -1.847)
H (-0.087, 0.331, -4.208)
H (-1.126, -2.274, 4.800)
N (-1.779, 2.134, 0.711)
H (4.747, -2.383, 0.783)

Properties
Energy = -213263.5896 eV
HOMO = -0.370 Eh
ΔE to the lowest compared entry with this formula, charge and spin = 0.914 eV
Charge = +1
F_max = 1.80 eV/Å
HOMO-LUMO gap = 6.919 eV

(5)
ORCA calculation (ωB97M-V/def2-TZVPD) on a cluster of 6 separate species, C10H31ClO9 in total in a non-equilibrium geometry.

Cartesian coordinates (Å):
H (-2.896, 0.793, 4.213)
H (-1.584, 2.932, 4.674)
H (-0.530, -1.988, -3.818)
H (4.567, -1.631, -0.350)
H (-2.254, 3.136, -2.429)
C (0.768, -4.490, -1.797)
H (0.664, -5.575, -1.793)
C (2.142, 1.945, 1.680)
O (-0.348, -0.361, -0.083)
H (-1.761, 2.695, 2.933)
H (-4.946, 1.377, 5.481)
H (-1.360, -2.858, -1.629)
Cl (-1.791, -0.195, -0.130)
C (-0.228, -3.843, -2.746)
H (4.152, 0.025, -0.027)
H (-3.891, 1.525, 2.256)
H (2.359, 2.355, 0.685)
O (1.369, 2.814, 2.481)
H (1.633, 0.992, 1.524)
H (5.046, 0.629, -2.064)
O (-4.317, 1.800, 3.074)
C (0.233, -2.449, -3.182)
O (-2.162, 0.619, 0.995)
H (-1.906, 1.687, -3.060)
C (-2.312, 2.870, 3.862)
C (4.540, -0.137, -2.647)
O (2.274, 0.082, -2.033)
H (-3.498, 2.008, 6.281)
H (1.043, -2.487, -3.922)
C (3.393, -0.786, -1.901)
H (1.796, -4.260, -2.091)
H (0.626, -4.096, -0.790)
H (1.669, -0.006, -1.286)
H (-2.827, 3.826, 3.759)
O (-1.506, -3.659, -2.146)
H (5.282, -0.878, -2.963)
O (-2.093, 2.643, -3.260)
H (4.182, 0.259, -3.600)
C (3.746, -0.908, -0.420)
C (-3.349, 1.786, 4.122)
H (-2.876, 2.731, -3.834)
H (-0.328, -4.388, -3.688)
O (-2.086, 0.570, -1.342)
H (3.169, 1.747, 2.014)
C (-4.125, 2.090, 5.393)
H (2.910, -1.240, 0.197)
H (0.523, -1.806, -2.353)
H (-4.554, 3.092, 5.342)
H (3.178, -1.789, -2.283)
H (0.637, 2.302, 2.831)
O (-2.374, -1.495, -0.129)

Properties
Energy = -41812.0598 eV
HOMO = -0.353 Eh
ΔE to the lowest compared entry with this formula, charge and spin = 1.265 eV
Charge = 0
F_max = 2.94 eV/Å
HOMO-LUMO gap = 7.557 eV

(6)
ORCA calculation (ωB97M-V/def2-TZVPD) on a cluster of 2 separate species, C5H7N3 in total in a non-equilibrium geometry.

Cartesian coordinates (Å):
N (-0.668, -0.114, 0.191)
C (0.568, -0.267, 0.667)
C (-1.326, 0.992, -0.427)
H (3.152, 1.457, 1.368)
N (-1.606, -1.063, 0.513)
H (-0.668, 1.803, -0.792)
N (1.608, 0.324, 0.395)
C (-2.659, 0.734, -0.352)
H (2.462, -2.341, -1.373)
H (-3.696, -1.167, 0.427)
C (-2.782, -0.550, 0.230)
C (2.822, 0.599, 0.609)
H (-3.425, 1.369, -0.640)
H (2.643, -1.814, -0.895)
H (3.575, 0.038, 0.080)

Properties
Energy = -9763.9620 eV
HOMO = -0.296 Eh
ΔE to the lowest compared entry with this formula, charge and spin = 5.426 eV
Charge = 0
F_max = 3.25 eV/Å
HOMO-LUMO gap = 8.664 eV